Record 1
Computed, not measured: a 2-piece molecular cluster, C4H11N3 overall, with the ωB97M-V functional and the def2-TZVPD basis.

Positions of all 18 atoms, in Å:
H  -0.16  0.88  -1.45
C  -0.90  1.09  -0.70
H  2.83  1.62  -0.37
C  -0.27  -1.86  0.80
N  -1.46  -0.14  -0.12
N  -0.53  -1.14  -0.18
H  0.48  -2.59  0.74
H  -1.64  1.58  -1.19
H  -0.82  -1.83  1.78
H  3.65  -1.06  -0.91
H  -3.10  -0.68  1.16
C  3.01  0.67  -0.99
H  -1.96  0.17  1.99
H  -2.84  0.99  0.91
H  2.99  0.65  -2.06
H  -0.36  1.87  -0.05
C  -2.36  0.04  0.99
N  3.42  -0.26  -0.34

Values from the calculation:
Lowest unoccupied orbital energy: 1.0854 eV
Spin multiplicity: 1
Calculated total energy: -8793.09470 eV
Energy relative to the best compared isomer or geometry (same formula, charge and spin): 104.33 kcal/mol
Kohn-Sham gap: 9.45 eV
SMILES: C=NN(C)C.C=N

natural (NBO) atomic charge list, values in e, 2 entries:
1 H 0.2185
2 C -0.4031

---

Record 2
Computed, not measured: C41H60B2N8O2RuSbSi3 as an isolated structure, with the ωB97M-V functional and the def2-TZVPD basis.

Positions of all 118 atoms, in Å:
C  0.78  4.24  -1.93
C  2.28  2.52  3.06
H  4.21  -2.35  -2.37
H  -0.19  3.63  -7.52
H  4.86  -2.44  1.08
H  1.94  -6.22  -0.11
H  3.19  -5.36  2.33
H  -0.66  -3.38  4.65
C  0.43  2.03  6.47
H  -3.18  4.86  2.09
C  -1.33  -2.57  4.92
H  2.60  -3.06  -2.42
H  -3.34  -0.33  5.07
C  -1.13  1.38  4.77
H  -2.09  1.48  4.29
H  1.51  1.70  -6.93
H  -3.29  0.61  1.57
C  2.38  3.69  3.82
C  -1.58  -2.78  -1.55
N  -1.74  2.02  1.59
H  -0.18  -3.89  2.79
H  0.47  -3.44  -1.53
H  0.50  0.34  -5.24
H  1.66  -3.40  3.77
H  1.93  -0.13  -2.01
H  -1.72  3.21  -8.28
H  -0.82  -1.95  5.66
C  -3.46  -0.75  4.08
B  -0.49  4.20  1.55
C  3.44  -2.83  -1.76
C  -0.24  -2.72  -1.16
H  2.06  -4.97  -1.34
C  0.90  1.08  -7.59
C  0.69  2.88  -1.61
C  -3.86  2.73  1.88
H  2.93  1.66  3.04
H  -2.51  -0.13  0.18
C  0.19  -1.82  -0.12
H  -0.68  -4.97  1.50
H  -4.93  2.73  1.99
H  4.46  -0.77  1.47
H  -0.74  5.37  1.70
O  -0.66  0.09  -2.74
H  1.59  -2.03  4.91
C  -0.48  0.78  -5.11
C  -1.14  1.45  -6.15
C  -2.40  2.01  -5.89
H  -2.92  2.52  -6.69
H  1.04  0.04  -7.31
C  1.50  -5.28  -0.46
H  -0.96  0.49  -9.45
H  5.34  -1.14  0.00
C  -0.69  2.90  -8.16
H  1.12  4.68  -2.85
C  -2.35  1.27  -3.66
C  -1.81  -0.59  -0.51
N  0.20  2.70  -0.38
N  1.05  0.43  4.80
C  0.18  -4.65  2.10
C  0.34  4.88  -0.79
H  -3.99  2.39  -4.47
H  -2.60  -3.67  2.51
H  2.25  0.73  -0.51
H  -2.42  0.80  -8.49
N  0.02  3.95  0.12
H  3.13  -2.49  4.16
Si  -1.86  -1.52  3.44
H  0.96  2.04  -2.21
C  4.54  -1.49  0.66
H  0.24  5.93  -0.56
H  0.70  2.60  7.34
C  -1.37  0.51  -8.44
C  3.24  -4.43  1.76
C  1.29  4.44  3.43
C  2.06  -2.43  4.01
C  1.45  -2.21  0.62
C  -2.42  -1.80  -1.15
C  2.67  0.00  -1.21
H  4.00  -4.56  0.98
H  -1.94  -3.63  -2.13
C  -1.11  0.72  -3.89
H  0.48  -5.50  -0.77
N  -1.75  3.36  1.79
H  -4.18  -1.57  4.16
Sb  1.55  -0.96  2.52
H  -0.22  2.93  -9.14
C  -3.03  1.94  -4.65
H  3.60  -3.65  2.44
N  0.62  3.75  2.50
Ru  0.09  0.99  1.34
H  3.58  0.42  -1.63
N  -0.54  -0.78  0.21
C  -0.83  2.14  5.88
H  -3.91  0.01  3.44
H  -1.74  -2.80  1.25
N  1.21  2.57  2.26
C  -3.00  3.81  1.94
C  -2.43  -2.68  2.08
H  0.51  -5.51  2.69
H  -3.39  -2.34  1.68
H  3.14  3.94  4.54
C  -3.02  1.64  1.66
C  -0.16  0.51  4.23
H  3.86  -3.76  -1.38
H  -1.32  -0.50  -8.03
O  -2.74  1.00  -2.36
H  1.29  1.20  -8.60
C  1.33  1.17  5.88
H  -2.21  -3.01  5.40
H  -1.57  2.82  6.29
H  2.34  1.06  6.28
C  -0.57  1.49  -7.56
H  0.97  5.43  3.72
Si  1.57  -4.07  0.98
H  -3.48  -1.81  -1.35
Si  2.99  -1.63  -0.38
C  -0.42  -0.38  3.08
B  -1.69  0.27  -1.83

Values from the calculation:
Lowest unoccupied orbital energy (alpha / beta): 0.4711 / -0.8751 eV
Spin multiplicity: 2
Calculated total energy: -93617.57839 eV
<S²>: 0.785
Kohn-Sham gap (alpha / beta): 7.40 / 6.07 eV

Mulliken atomic charge list, values in e, 2 entries:
1 C -1.5854
2 C -0.5192

---

Q: Which formula does entry 1 have?
A: C4H11N3